Here is a 5-piece molecular cluster, C12H14Cl17I2N2O3P overall from the OMol25 dataset. Energies are from the ωB97M-V functional and the def2-TZVPD basis.

Last columns: bonded neighbours and bond lengths (Å).
Atoms and positions in Å:
1 C 4.244 0.748 0.797  C2 1.634, H18 1.147, H19 1.139, H20 1.155
2 C 4.432 -0.840 1.131  C1 1.634, I3 2.185, C4 1.603, H21 1.153
3 I 4.692 -2.059 -0.664  C2 2.185
4 C 3.326 -1.391 2.153  C2 1.603, I5 2.218, C6 1.597, H22 1.150
5 I 4.371 -2.874 3.429  C4 2.218
6 C 2.068 -2.099 1.469  C4 1.597, C7 1.602, N17 1.523, H23 1.149
7 C 1.333 -1.241 0.333  C6 1.602, N8 1.509, H24 1.152, H25 1.142
8 N -0.125 -0.978 0.622  C7 1.509, C9 1.485, C12 1.514
9 C -0.730 -0.152 -0.453  N8 1.485, O10 1.277, O11 1.382
10 O -1.768 -0.542 -1.088  C9 1.277
11 O -0.224 1.092 -0.778  C9 1.382
12 C -0.092 -0.215 1.929  N8 1.514, P13 1.899, C15 1.605, H26 1.167
13 P -1.680 0.773 2.259  C12 1.899, O14 1.551, H27 1.433, H28 1.450
14 O -2.976 0.060 1.793  P13 1.551
15 C 0.283 -1.292 3.058  C12 1.605, Cl16 1.856, N17 1.514, H29 1.152
16 Cl -1.275 -1.794 3.933  C15 1.856
17 N 0.983 -2.495 2.463  C6 1.523, C15 1.514, H30 1.043, H31 1.045
18 H 4.126 0.939 -0.328  C1 1.147
19 H 5.045 1.396 1.283  C1 1.139
20 H 3.221 1.025 1.256  C1 1.155
21 H 5.439 -0.896 1.690  C2 1.153
22 H 2.959 -0.582 2.885  C4 1.150
23 H 2.419 -3.087 0.999  C6 1.149
24 H 1.341 -1.856 -0.642  C7 1.152
25 H 1.805 -0.226 0.106  C7 1.142
26 H 0.784 0.552 1.854  C12 1.167
27 H -1.842 1.205 3.616  P13 1.433
28 H -1.571 1.983 1.468  P13 1.450
29 H 0.967 -0.751 3.811  C15 1.152
30 H 1.373 -3.010 3.282  N17 1.043
31 H 0.298 -3.157 2.032  N17 1.045
32 Cl -2.089 -3.993 -1.844  C33 1.774
33 C -0.444 -3.844 -2.491  Cl32 1.774, Cl34 1.777, Cl35 1.775, Cl36 1.782
34 Cl -0.232 -4.985 -3.837  C33 1.777
35 Cl -0.184 -2.187 -3.072  C33 1.775
36 Cl 0.732 -4.225 -1.208  C33 1.782
37 Cl -4.052 2.067 -1.247  C38 1.776
38 C -5.230 0.777 -1.567  Cl37 1.776, Cl39 1.773, Cl40 1.779, Cl41 1.777
39 Cl -4.809 -0.657 -0.615  C38 1.773
40 Cl -6.858 1.334 -1.114  C38 1.779
41 Cl -5.205 0.370 -3.297  C38 1.777
42 Cl -4.983 1.314 -7.409  C43 1.777
43 C -5.247 2.967 -6.813  Cl42 1.777, Cl44 1.777, Cl45 1.777, Cl46 1.775
44 Cl -4.571 4.131 -7.973  C43 1.777
45 Cl -6.991 3.258 -6.630  C43 1.777
46 Cl -4.447 3.164 -5.241  C43 1.775
47 Cl 1.519 2.922 2.219  C48 1.778
48 C 2.277 4.455 1.732  Cl47 1.778, Cl49 1.775, Cl50 1.775, Cl51 1.777
49 Cl 2.777 4.351 0.032  C48 1.775
50 Cl 1.110 5.779 1.927  C48 1.775
51 Cl 3.699 4.762 2.751  C48 1.777

**Orbital gap**: 0.2424 hartree
**HOMO energy**: -0.282 Ha